(A)
{
  "formula": "C4H9NOS",
  "method": "wB97M-V/def2-TZVPD",
  "species": ["H", "H", "N", "H", "O", "H", "H", "C", "C", "H", "S", "H", "C", "H", "C", "H"],
  "positions_angstrom": [[0.5546, -2.1123, -1.1597], [-0.6162, 1.3177, 1.2386], [1.3995, 1.1478, -1.5641], [1.3323, 2.1342, -1.8221], [0.0554, -0.3263, -3.2141], [-2.1798, -0.5384, -1.3747], [-1.7055, 1.0657, -0.5781], [-0.5407, -0.5398, 0.2470], [0.1102, 0.5283, 1.1252], [-0.7847, -1.3859, 0.9033], [0.3315, 0.1455, -1.8777], [1.9306, -1.0989, -0.2298], [-1.3481, 0.0111, -0.8632], [0.3295, 0.0882, 2.2141], [0.9693, -1.1014, -0.7516], [1.0056, 0.8021, 0.5207]],
  "orbital_gap_ev": 10.62,
  "homo_energy_ha": -0.361,
  "lumo_energy_ev": 0.8,
  "charge": 0
}

---

(B)
{
  "formula": "C4H9NOS",
  "method": "wB97M-V/def2-TZVPD",
  "species": ["C", "H", "C", "H", "H", "O", "C", "H", "H", "N", "H", "H", "H", "C", "S", "H"],
  "positions_angstrom": [[-1.3501, 1.2006, 0.0282], [-0.6193, 0.7006, 2.0837], [-0.6342, 0.3346, 1.0315], [-1.6198, 0.5303, -0.8498], [0.7226, -2.6204, 0.2551], [0.4795, -0.2494, -1.7728], [0.8020, -0.7702, -0.7173], [-2.4528, 1.4417, 0.2842], [1.5501, 0.7965, 0.5063], [0.8976, -2.1208, -0.6220], [1.3515, -2.6285, -1.4342], [0.5098, 2.0212, -1.0364], [1.3358, -0.7933, 1.1756], [0.8000, 0.0099, 0.6438], [-0.5528, 2.7654, -0.6793], [-1.2197, -0.6182, 1.1032]],
  "smiles": "NC(=O)CCCS",
  "orbital_gap_ev": 9.49,
  "homo_energy_ha": -0.323,
  "lumo_energy_ev": 0.7,
  "charge": 0
}

---

Which structure wins on stability? (B) wins.

---

(A)
{
  "formula": "C8H10N2",
  "method": "wB97M-V/def2-TZVPD",
  "species": ["H", "C", "H", "H", "N", "C", "H", "N", "H", "H", "C", "C", "C", "H", "C", "H", "H", "C", "C", "H"],
  "positions_angstrom": [[-1.7757, -2.3000, -0.2396], [0.1587, -1.4259, -0.0127], [3.0838, 0.6473, 1.9085], [0.2726, -1.1460, -2.2701], [0.9883, -0.7072, 0.9676], [-2.1709, -0.2842, 0.6667], [0.6662, -2.4798, 0.0198], [1.8458, 0.0382, 0.3238], [3.5784, 1.0386, 0.2905], [2.2655, 0.5329, -1.7048], [-1.3163, -1.5203, 0.4622], [0.7190, -0.9310, -1.3142], [1.5009, 0.0769, -1.0502], [-1.1111, -2.1050, 1.4502], [-1.8699, 0.8881, 0.1932], [-0.8045, 2.6728, 0.1135], [-1.9483, 2.2931, -1.3261], [-1.5093, 1.9748, -0.3542], [2.8466, 0.6651, 0.8683], [-3.0900, -0.4475, 1.2691]],
  "orbital_gap_ev": 7.92,
  "homo_energy_ha": -0.265,
  "lumo_energy_ev": 0.7,
  "charge": 0
}

---

(B)
{
  "formula": "C8H10N2",
  "method": "wB97M-V/def2-TZVPD",
  "species": ["C", "C", "H", "H", "C", "C", "H", "H", "C", "C", "H", "H", "H", "N", "H", "N", "C", "H", "C", "H"],
  "positions_angstrom": [[0.7611, 1.9935, 0.6554], [-2.3303, 1.5209, 0.4219], [1.7691, -1.5085, 1.7204], [-3.1091, 2.3433, 0.4094], [-1.9435, -0.0895, -1.3558], [0.7936, 0.7696, 1.2880], [1.9795, -3.4862, 0.1205], [1.1079, -0.2689, -1.6272], [1.5804, -2.4809, -0.1679], [1.5049, -1.4698, 0.7297], [1.2044, -2.4223, -1.1105], [0.7004, 0.3908, 2.3425], [-1.1653, -0.3494, -2.0912], [1.0490, -0.1708, 0.3938], [0.8406, 2.3968, -1.5099], [-1.9929, 0.8418, -0.5920], [0.8720, 1.7029, -0.7410], [0.4777, 3.0131, 1.1247], [1.0845, 0.3716, -0.8124], [-1.7516, 1.4905, 1.2879]],
  "orbital_gap_ev": 8.46,
  "homo_energy_ha": -0.275,
  "lumo_energy_ev": 1.0,
  "charge": 0
}

---

Which structure wins on stability? (B) wins.

---

(A)
{
  "formula": "C8H10N2",
  "method": "wB97M-V/def2-TZVPD",
  "species": ["H", "C", "H", "H", "C", "H", "H", "H", "H", "H", "C", "H", "H", "C", "C", "C", "N", "C", "N", "C"],
  "positions_angstrom": [[0.8349, 0.1203, -2.6057], [-1.7834, -1.1141, 1.3681], [-0.4650, -2.7800, 1.9522], [0.2551, -2.2568, -1.8834], [1.7019, 2.0310, -1.2459], [2.1599, 2.5751, -0.2667], [-2.5475, -1.5619, 1.8740], [-0.9347, 2.1119, 1.7506], [1.0857, 2.9458, -1.7558], [1.1378, -2.8076, 0.4347], [0.2750, -1.4211, -1.1651], [-2.7413, 0.7245, 1.8463], [2.4424, 1.6565, -2.0157], [0.2620, -2.0150, 0.1803], [0.4981, -0.1438, -1.5562], [-0.6533, -1.9940, 1.1536], [0.2409, 1.4537, 0.3205], [-1.7768, 0.2548, 1.3146], [0.7938, 0.9670, -0.7447], [-0.7854, 1.2536, 1.0443]],
  "smiles": "Cn1cccccccn1",
  "orbital_gap_ev": 8.31,
  "homo_energy_ha": -0.286,
  "lumo_energy_ev": 0.5,
  "charge": 0
}

---

(B)
{
  "formula": "C8H10N2",
  "method": "wB97M-V/def2-TZVPD",
  "species": ["C", "H", "H", "H", "H", "H", "C", "H", "H", "C", "H", "H", "C", "C", "C", "C", "N", "N", "C", "H"],
  "positions_angstrom": [[-1.8213, -5.2121, 1.0971], [1.1262, 1.9567, -1.6361], [-2.4746, -6.0832, 1.0473], [0.2731, 3.9870, -3.2400], [0.3799, -5.6970, 1.7411], [1.8729, 5.4723, 0.6108], [1.0203, 5.2464, -1.5052], [-3.2800, -3.5581, 0.4923], [0.7988, -3.1749, 1.4835], [1.5644, 4.9221, -0.2782], [0.7234, 6.2171, -1.9025], [2.0259, 2.9880, 0.4365], [-0.4145, -5.0292, 1.4078], [-0.1526, -3.6852, 1.3331], [0.6938, 4.0724, -2.2381], [-2.3362, -3.9561, 0.8653], [-1.3431, -3.0391, 1.1326], [1.6745, 3.5870, -0.3148], [1.1806, 3.0336, -1.4763], [-1.5116, -2.0479, 0.9439]],
  "smiles": "c1cc[nH]c1.c1cc[nH]c1",
  "orbital_gap_ev": 8.93,
  "homo_energy_ha": -0.308,
  "lumo_energy_ev": 0.5,
  "charge": 0
}

---

Which structure wins on stability? (B) wins.

---

(A)
{
  "formula": "C17H24N2O5",
  "method": "wB97M-V/def2-TZVPD",
  "species": ["C", "C", "H", "H", "O", "H", "H", "H", "C", "O", "H", "H", "O", "O", "C", "C", "H", "C", "H", "C", "C", "C", "C", "O", "N", "C", "C", "H", "C", "C", "H", "H", "H", "H", "N", "H", "H", "H", "C", "C", "H", "H", "H", "H", "H", "H", "C", "H"],
  "positions_angstrom": [[0.1600, 0.8790, -0.1173], [-1.1842, 0.8516, 0.2988], [4.7408, -2.6570, 0.1001], [2.4447, 3.1940, -0.0265], [-2.0341, -2.6484, -0.4514], [-0.1905, -3.3500, -1.3543], [-3.1057, -3.6280, 2.6056], [-1.0649, 2.8108, 0.7354], [1.7577, -3.0377, -1.6643], [0.7960, 2.0860, 0.0416], [3.0993, 2.6215, -2.3589], [-3.3070, 5.6951, 1.0005], [1.9514, -4.1502, -2.0918], [2.7120, -2.0922, -1.5530], [0.7453, -0.2652, -0.6307], [-3.1439, 3.6557, 1.8632], [-4.1129, 3.7495, 2.3374], [-2.6511, 4.8411, 1.0741], [-2.9443, -0.3342, 0.4877], [4.0296, -2.4929, -1.9293], [-2.9100, 2.2481, 1.4184], [-2.0361, 4.5281, 2.3955], [-1.3178, -1.4726, -0.3094], [-3.7422, 1.3836, 1.6082], [0.5264, -2.6377, -1.2505], [-2.1097, -3.4616, 0.7153], [2.0897, 2.4219, -2.0110], [4.5503, -1.5601, -2.1581], [2.0927, 2.2693, -0.4935], [0.0203, -1.4481, -0.7288], [-3.9896, -2.6706, 1.4090], [-2.5160, -4.4096, 0.3522], [3.9689, -3.1160, -2.8269], [-1.0331, 4.1286, 2.4285], [-1.7150, 2.0401, 0.8012], [1.4475, 3.2505, -2.2998], [1.7222, 1.5185, -2.4905], [2.7555, 1.4532, -0.1838], [-1.9104, -0.3238, 0.1879], [-3.0046, -2.8946, 1.8098], [1.7690, -0.2663, -0.9567], [-1.0997, -3.6378, 1.1128], [-2.5818, -1.9835, 2.2253], [-2.2680, 5.1656, 3.2350], [-2.0830, 4.6607, 0.1735], [5.7478, -3.4778, -1.1042], [4.7268, -3.2523, -0.8101], [4.2017, -4.1842, -0.6164]],
  "smiles": "CCOC(=O)Nc1cc(OCC)c(NC(=O)C2CC2)cc1OCC",
  "orbital_gap_ev": 8.26,
  "homo_energy_ha": -0.280,
  "lumo_energy_ev": 0.6,
  "charge": 0
}

---

(B)
{
  "formula": "C17H24N2O5",
  "method": "wB97M-V/def2-TZVPD",
  "species": ["H", "O", "H", "H", "C", "C", "O", "C", "C", "O", "H", "C", "H", "C", "N", "H", "C", "H", "H", "H", "H", "H", "H", "C", "H", "H", "H", "H", "H", "C", "H", "N", "C", "O", "C", "C", "H", "H", "C", "H", "H", "O", "H", "C", "C", "H", "C", "C"],
  "positions_angstrom": [[4.8669, -2.6173, -0.6903], [-5.4233, -0.4685, -0.3281], [-7.2052, 1.2252, -1.5368], [0.8105, -3.9048, -0.2485], [6.5503, 1.9172, -1.1823], [1.8536, 2.1891, 1.4699], [-1.3899, -2.8992, 0.2877], [-6.6606, 0.0085, 0.1578], [4.4858, -1.6663, -0.3488], [5.3407, 1.9217, -0.4693], [1.9323, -0.3254, 1.3812], [5.1959, -0.5078, -0.6374], [3.1343, -3.7304, 0.6250], [-5.4248, 1.9104, -0.5098], [-2.6219, -0.5111, 0.4195], [-7.5544, 2.0028, 0.0198], [-6.8540, 1.3661, -0.5146], [1.7035, 3.2621, 1.5772], [7.3266, 1.3484, -0.6589], [6.4236, 1.5116, -2.1922], [6.1165, -0.5870, -1.1931], [2.0081, -2.7799, 1.6084], [-7.4226, -0.7270, -0.1014], [3.5173, 0.7998, 0.4981], [1.0484, 1.7680, 0.8599], [1.8864, -3.1076, -1.4298], [-3.0681, -1.4181, 0.4960], [-3.8964, 0.7163, 1.5066], [-5.2306, 2.4610, 0.4116], [4.7277, 0.7280, -0.2295], [6.8548, 2.9604, -1.2508], [0.5168, -1.8897, -0.4590], [-3.4453, 0.6646, 0.5100], [-0.6515, 0.4946, -0.1206], [-0.7429, -1.9122, -0.0165], [2.8393, -0.3680, 0.7989], [-2.7971, 1.5301, 0.3530], [1.8433, 1.7249, 2.4622], [3.3096, -1.6104, 0.3721], [-5.2216, 2.5647, -1.3536], [-4.0973, 0.4853, -1.5342], [3.1108, 2.0468, 0.8481], [-6.6275, 0.1202, 1.2519], [-1.3354, -0.5009, 0.0697], [-4.5582, 0.6368, -0.5503], [0.9167, -0.9702, -0.6153], [2.4956, -2.8467, 0.6341], [1.4133, -3.0159, -0.4474]],
  "smiles": "COc1ccc(CCNC(=O)C(=O)NC[C@@H]2CCCO2)cc1OC",
  "orbital_gap_ev": 8.72,
  "homo_energy_ha": -0.290,
  "lumo_energy_ev": 0.8,
  "charge": 0
}

---

Which structure wins on stability? (B) wins.

---

(A)
{
  "formula": "C2H3NO",
  "method": "wB97M-V/def2-TZVPD",
  "species": ["C", "N", "H", "C", "H", "O", "H"],
  "positions_angstrom": [[-0.7583, -0.6750, 0.4200], [-0.3574, 0.5147, 0.4442], [-0.4092, -1.4120, -0.3061], [0.7238, 0.7842, -0.3755], [0.7458, 1.8112, -0.7648], [1.5759, -0.0401, -0.5412], [-1.5206, -0.9828, 1.1234]],
  "smiles": "C=NC=O",
  "orbital_gap_ev": 10.36,
  "homo_energy_ha": -0.376,
  "lumo_energy_ev": 0.1,
  "charge": 0
}

---

(B)
{
  "formula": "C2H3NO",
  "method": "wB97M-V/def2-TZVPD",
  "species": ["H", "O", "N", "C", "H", "C", "H"],
  "positions_angstrom": [[-0.4347, 1.0889, -0.9072], [-1.1738, -0.6685, -0.2084], [2.2142, -0.4790, -0.1142], [-0.2708, 0.3991, -0.0619], [-1.0618, -1.2684, 0.5376], [1.1356, -0.0777, -0.1007], [-0.4087, 1.0056, 0.8548]],
  "smiles": "N#CCO",
  "orbital_gap_ev": 12.25,
  "homo_energy_ha": -0.428,
  "lumo_energy_ev": 0.6,
  "charge": 0
}

---

Which structure wins on stability? (B) wins.

---

(A)
{
  "formula": "C2H3NO",
  "method": "wB97M-V/def2-TZVPD",
  "species": ["N", "H", "O", "C", "H", "C", "H"],
  "positions_angstrom": [[0.7838, -0.6932, 0.2538], [0.7625, -1.5091, 0.9677], [2.1848, -0.5702, -1.9719], [1.1830, -0.3027, -0.9196], [-0.1459, 1.1822, -0.3181], [-0.1431, 0.0930, -0.4983], [-1.1099, -0.1736, -0.9465]],
  "smiles": "O=C1CN1",
  "orbital_gap_ev": 10.06,
  "homo_energy_ha": -0.351,
  "lumo_energy_ev": 0.5,
  "charge": 0
}

---

(B)
{
  "formula": "C2H3NO",
  "method": "wB97M-V/def2-TZVPD",
  "species": ["H", "C", "N", "O", "H", "C", "H"],
  "positions_angstrom": [[0.3040, 1.8753, 0.4248], [0.6986, 0.4240, -0.9607], [-0.8467, -0.7829, 1.4386], [0.0232, 1.3548, -0.4737], [1.6973, 0.2934, -0.4307], [-0.9446, -1.3755, 0.4696], [-0.9317, -1.7891, -0.4679]],
  "orbital_gap_ev": 9.10,
  "homo_energy_ha": -0.315,
  "lumo_energy_ev": 0.5,
  "charge": 0
}

---

Which structure wins on stability? (A) wins.